Record 1
Entry from the Open Molecules 2025 dataset: a structure of composition C32H58N3O2P2W at a distorted geometry (ωB97M-V with the def2-TZVPD basis set).

Results
Total charge = +3
2S+1 = 3
Electronic energy = -63065.194 eV
Energy above the lowest of the compared OMol25 structures with the same formula, charge and spin = 0.0 kcal/mol
LUMO energy (spin up / spin down) = -11.13 / -12.34 eV
HOMO (spin up / spin down) = -16.2 / -16.2 eV

Structure (XYZ):
```
98
C32H58N3O2P2W (ωB97M-V with the def2-TZVPD basis set)
C -2.7174 1.3830 -1.5867
C -2.0363 -0.6994 -2.3769
C -3.9071 1.2885 -2.2988
C -3.3467 -0.9931 -2.8072
C -4.2937 0.0226 -2.7630
H -4.5317 2.1770 -2.3881
H -3.5384 -1.9885 -3.1954
H -5.3003 -0.1547 -3.1165
N -1.9358 0.2989 -1.4133
P -0.9850 2.4722 0.3416
P -0.5472 -2.4436 0.1868
C -2.1455 2.6747 -1.0836
H -1.5870 3.1495 -1.9118
H -2.9690 3.3461 -0.8149
C -0.8445 -1.2619 -2.9143
H -0.9589 -2.0091 -3.6977
C 0.7068 -3.8379 -0.3509
C -1.5689 -2.9834 1.6355
C 0.4826 3.6100 -0.0090
C -2.1014 3.1045 1.7613
C 2.0306 -3.4489 0.3210
H 1.9903 -3.4680 1.4224
H 2.8108 -4.1632 0.0124
H 2.3513 -2.4402 0.0171
C 0.2693 -5.2702 0.0214
H 0.1431 -5.4545 1.0956
H -0.6614 -5.5444 -0.4944
H 1.0516 -5.9670 -0.3249
C 0.8832 -3.8213 -1.8713
H 1.5531 -4.6560 -2.1612
H -0.0715 -3.9483 -2.3929
H 1.3281 -2.9042 -2.2549
C -0.6196 -3.4190 2.7591
H 0.0298 -2.5869 3.0618
H -1.2375 -3.7115 3.6181
H 0.0147 -4.2677 2.4880
C -2.4322 -1.8132 2.1387
H -1.8203 -0.9897 2.5312
H -3.1049 -1.4317 1.3567
H -3.0590 -2.1817 2.9662
C -2.5475 -4.0910 1.1859
H -2.0452 -5.0210 0.8964
H -3.2274 -4.3186 2.0236
H -3.1491 -3.7373 0.3334
C -1.2574 3.3666 3.0223
H -1.9515 3.5644 3.8578
H -0.6387 2.5016 3.3031
H -0.6173 4.2567 2.9278
C -3.1279 2.0015 2.0575
H -3.7227 1.7339 1.1729
H -2.6641 1.0914 2.4603
H -3.8251 2.3804 2.8227
C -2.8873 4.3956 1.4234
H -3.3735 4.7458 2.3498
H -2.2531 5.2122 1.0583
H -3.6919 4.2185 0.6979
C 1.1008 3.2426 -1.3634
H 0.4018 3.3745 -2.1968
H 1.9648 3.9024 -1.5435
H 1.4659 2.2059 -1.3823
C 1.5751 3.4119 1.0603
H 2.0652 2.4301 0.9800
H 2.3569 4.1753 0.9059
H 1.2044 3.5262 2.0865
C 0.0321 5.0803 -0.0247
H -0.7776 5.2591 -0.7436
H -0.2753 5.4348 0.9671
H 0.8843 5.7047 -0.3358
W -0.3899 0.0918 -0.0002
C 0.3286 0.2256 1.7918
O 0.6656 0.2998 2.9409
N 0.6938 -0.2071 -1.4806
C 0.3890 -0.7278 -2.6612
C 1.5218 -0.6624 -3.6783
C 1.3091 -1.7003 -4.7678
C 1.4627 0.7340 -4.2983
C 2.8835 -0.8493 -2.9928
H 1.3861 -2.7164 -4.3682
H 0.3108 -1.5910 -5.2040
H 2.0441 -1.5629 -5.5666
H 1.6318 1.5062 -3.5340
H 2.2433 0.8109 -5.0657
H 0.4863 0.9127 -4.7679
H 3.6834 -0.5404 -3.6795
H 2.9520 -0.2451 -2.0798
H 3.0666 -1.8877 -2.6942
C 4.1889 1.5007 3.0124
N 3.7643 0.1175 2.8940
C 3.6109 -0.6548 4.1200
C 3.3819 -0.3758 1.7028
O 3.4331 0.2331 0.6279
H 4.9071 1.5663 3.8355
H 3.3356 2.1560 3.2451
H 4.6488 1.8206 2.0736
H 2.6325 -0.4774 4.5915
H 3.6994 -1.7235 3.8842
H 4.3990 -0.3633 4.8233
H 2.9874 -1.4066 1.7860
```

Record 2
Entry from the Open Molecules 2025 dataset: a structure of composition C32H60BBeBr3Cl2F6N4O11P at a distorted geometry (ωB97M-V with the def2-TZVPD basis set).

Results
Total charge = -1
Electronic energy = -324471.907 eV
Energy above the lowest of the compared OMol25 structures with the same formula, charge and spin = 88.3 kcal/mol
LUMO energy = -3.12 eV
HOMO = -4.2 eV

Structure (XYZ):
```
121
C32H60BBeBr3Cl2F6N4O11P (ωB97M-V with the def2-TZVPD basis set)
C -3.2495 1.5133 -3.6232
O -2.2400 1.9032 -2.6130
C -0.9113 1.6945 -3.1747
P 0.1285 3.3391 -3.0722
C -0.4226 3.8752 -4.8354
O -0.8213 5.2810 -4.8936
C -2.1989 5.4662 -4.5372
C -2.5133 6.6357 -3.4479
O -3.1823 4.8123 -5.0378
N 0.6303 3.0527 -1.3533
C 0.2194 4.1347 -0.4332
O -0.8101 3.9220 0.2981
F 0.9026 5.4022 -0.2349
C 2.0904 2.7444 -1.2194
O 3.0395 3.5125 -1.5355
F 2.4493 1.4768 -0.6254
H -2.9794 1.9397 -4.6727
H -3.3494 0.3627 -3.6882
H -4.2380 2.0157 -3.2767
H -0.9513 1.2777 -4.2556
H -0.3618 0.8760 -2.5494
H 1.4876 3.2928 -3.5237
H -0.3838 4.6038 -2.6012
H -1.2324 3.1882 -5.3014
H 0.5099 3.7574 -5.5285
H -2.3415 6.1628 -2.4098
H -1.7358 7.4727 -3.5732
H -3.6033 7.0348 -3.5426
Be 2.0149 5.2291 1.3933
Cl 0.5862 -0.5713 -1.3326
C -3.2542 -1.0968 0.0432
Br -2.8533 0.7928 0.2374
Br -2.3438 -1.8821 -1.4836
Br -2.8893 -2.0765 1.6754
H -4.3258 -1.1788 -0.1483
B -5.9810 -3.9004 0.1376
F -7.3831 -4.1611 0.3219
F -5.8099 -2.6156 -0.4960
F -5.3212 -3.8952 1.4166
F -5.4070 -4.9254 -0.6940
C 4.1370 12.1471 -0.1861
O 3.1964 11.1991 -0.6963
C 3.2662 9.9854 -0.1193
O 4.0311 9.6577 0.7574
O 2.3328 9.1965 -0.6906
C 2.2937 7.8682 -0.1716
H 3.9901 13.0868 -0.7221
H 3.9646 12.3268 0.8781
H 5.1620 11.8073 -0.3601
H 2.0478 7.8771 0.8937
H 3.2451 7.3583 -0.3451
H 1.5113 7.3256 -0.7007
C 0.9305 -1.7383 2.5626
C 2.1385 -0.9266 2.1134
C 3.0593 -1.6738 1.1473
C 3.6517 -3.0073 1.5986
N 4.8137 -2.9615 2.5985
C 5.9589 -2.0516 2.1469
C 5.7478 -0.7564 2.9014
C 5.2209 -1.2020 4.2501
C 4.4102 -2.4639 3.9922
C 5.3381 -4.3894 2.7205
H 1.2175 -2.6225 3.1389
H 0.2863 -1.1259 3.2001
H 0.3400 -2.0667 1.7030
H 2.6883 -0.5607 2.9840
H 1.7712 -0.0299 1.6021
H 3.8445 -0.9971 0.7983
H 2.4640 -1.8875 0.2502
H 4.0529 -3.5071 0.7103
H 2.8894 -3.6659 2.0244
H 6.9004 -2.5173 2.4548
H 5.9463 -1.9520 1.0591
H 5.0245 -0.1118 2.3982
H 6.6753 -0.1864 2.9938
H 4.6219 -0.4263 4.7305
H 6.0542 -1.4297 4.9233
H 3.3343 -2.3048 4.0200
H 4.6490 -3.2338 4.7313
H 5.7002 -4.7075 1.7410
H 4.5182 -5.0265 3.0575
H 6.1526 -4.4017 3.4482
C -3.9449 -9.6481 -5.0289
C -3.8253 -8.7539 -3.7989
N -4.7984 -9.0597 -2.7543
C -4.8816 -8.0262 -1.7195
C -3.6466 -7.7908 -0.8566
C -4.8120 -10.4356 -2.2669
C -3.5126 -10.9990 -1.6941
H -4.9620 -9.6332 -5.4310
H -3.2701 -9.2913 -5.8131
H -3.6705 -10.6836 -4.8094
H -3.9860 -7.7239 -4.1384
H -2.7966 -8.8037 -3.4228
H -5.7345 -8.2396 -1.0640
H -5.1390 -7.0802 -2.2081
H -3.5018 -8.5910 -0.1276
H -3.7694 -6.8634 -0.2887
H -2.7358 -7.6872 -1.4519
H -5.1273 -11.0871 -3.0908
H -5.6054 -10.5495 -1.5195
H -2.6463 -10.7777 -2.3216
H -3.5889 -12.0888 -1.6187
H -3.3189 -10.6257 -0.6877
C -2.9091 3.6130 5.4302
C -2.4791 4.2619 4.2756
C -1.1975 4.0334 3.7837
C -0.3543 3.1471 4.4555
C -0.7775 2.5000 5.6172
C -2.0599 2.7374 6.1026
N 0.9857 2.8839 3.9274
O 1.3296 3.4871 2.9122
O 1.6887 2.0733 4.5248
H -3.9125 3.7898 5.8079
H -3.1453 4.9443 3.7568
H -0.8754 4.5458 2.8823
H -0.1274 1.8127 6.1492
H -2.4002 2.2368 7.0039
Cl 0.8588 0.2737 -3.8465
O 7.3644 11.2230 0.4744
H 6.7421 10.5034 0.5081
```